68
Properties=species:S:1:pos:R:3 method="wB97M-V/def2-TZVPD" total_charge=0 e_tot_ha=-1494.62935 multiplicity=1 de_lowest_kcal_mol=5.8 e_homo_ha=-0.214 lumo_energy_ha=-0.034 gap_ev=4.9
C 5.2792 -0.9933 -1.1208
C 4.1619 0.0130 -0.9925
C 4.5633 1.3106 -0.3293
N 3.0802 -0.5051 -0.1704
N 2.7913 0.1337 0.9492
N 1.6794 -0.4730 1.4268
C 1.4545 -0.3368 2.8840
C 1.3969 1.1491 3.1585
C 2.5863 -1.0226 3.6309
C 1.2877 -1.4877 0.6074
C 0.0888 -2.2446 0.8787
C 0.1214 -3.6463 0.9851
C -1.0227 -4.3532 1.3364
C -2.2363 -3.6796 1.5123
C -2.2960 -2.2846 1.3637
C -1.1466 -1.5668 1.0644
C 2.2333 -1.5819 -0.4263
C 2.3656 -2.5395 -1.4236
H 6.1075 -0.5379 -1.6752
H 5.6421 -1.2779 -0.1250
H 4.9495 -1.8857 -1.6555
H 3.7238 0.1899 -1.9811
H 5.4173 1.7513 -0.8446
H 3.7347 2.0227 -0.3557
H 4.8230 1.1423 0.7207
H 0.4969 -0.8206 3.0877
H 1.4208 1.3359 4.2361
H 2.2487 1.6431 2.6809
H 0.4706 1.5682 2.7573
H 2.4980 -0.8329 4.7054
H 2.5585 -2.1050 3.4651
H 3.5505 -0.6292 3.2834
H 1.0733 -4.1497 0.8007
H -0.9549 -5.4332 1.4668
H -3.1403 -4.2388 1.7560
H -3.2446 -1.7602 1.4842
H -1.1713 -0.4832 0.9233
H 1.6152 -3.3177 -1.4326
H 3.1210 -2.3923 -2.1865
N 0.5010 -6.9842 -8.9147
C 0.7260 -6.7557 -7.7867
C 0.9954 -6.4606 -6.4079
C -0.0526 -6.4185 -5.4757
C 0.1993 -6.0881 -4.1502
C 1.5228 -5.8540 -3.6979
C 1.8186 -5.6479 -2.2885
C 2.9831 -6.0764 -1.7293
C 3.1357 -6.2923 -0.2890
C 4.2136 -7.2379 0.1674
C 4.9085 -8.0924 -0.7089
C 5.9295 -8.9236 -0.2395
C 6.2397 -8.9482 1.1285
C 5.5057 -8.1498 2.0201
C 4.4996 -7.3093 1.5426
O 2.4102 -5.7500 0.5603
C 2.5689 -5.8965 -4.6516
C 2.3064 -6.2065 -5.9812
H -1.0686 -6.6433 -5.8062
H -0.6178 -6.0441 -3.4259
H 0.9984 -5.3060 -1.6476
H 3.8478 -6.3073 -2.3504
H 4.6328 -8.1039 -1.7641
H 6.4764 -9.5522 -0.9445
H 7.0408 -9.5909 1.4966
H 5.7138 -8.1783 3.0910
H 3.9223 -6.6992 2.2383
H 3.5911 -5.6832 -4.3333
H 3.1251 -6.2502 -6.7014